# 1
Here is an isolated molecule of C3H6N2O3 from the OMol25 dataset. Energies are from ωB97M-V/def2-TZVPD.

structure (SMILES): N/N=C(\CO)C(=O)O
frontier orbital gap: 9.2 eV
ΔE to the lowest compared entry with this formula, charge and spin: 529.4 kJ/mol
E_HOMO: -9.357 eV

Atoms and positions in Å:
N -1.8864 0.2312 0.4931
N -0.8672 -0.3396 1.0901
C 0.0730 -0.2199 0.1652
C 0.0044 0.5661 -1.0739
O -1.0402 0.0945 -1.9921
C 1.4768 -0.5117 0.6588
O 2.4391 -0.5860 -0.1898
O 1.7881 -0.6019 2.0841
H -2.7927 0.4029 1.1655
H -1.8676 0.4881 -0.5415
H -0.0840 1.5687 -0.9504
H 0.9147 0.4762 -1.6427
H -0.8975 -0.8939 -1.3365
H 2.7395 -0.6747 2.0701

Löwdin atomic charge list, values in e, 2 entries: N -0.022; N 0.092

# 2
Here is a structure of composition C23H45Cl3MgN2O3PSi from the OMol25 dataset. Energies are from ωB97M-V/def2-TZVPD.

frontier orbital gap (spin up / spin down): 3.0 / 3.0 eV
net charge: -1
E_HOMO (spin up / spin down): -0.935 / -0.936 eV

Atoms and positions in Å:
C 0.8546 3.7744 2.5127
C -0.1267 2.6928 2.9130
H 0.8327 4.5394 3.2847
H 0.6755 4.2358 1.5229
H 1.8614 3.3413 2.5138
C -0.9752 2.7907 4.0281
C -1.4380 4.0669 4.5629
H -1.4473 1.8842 4.3685
H -1.3625 4.8487 3.8109
H -0.8801 4.3866 5.4378
H -2.4731 3.9693 4.8766
Mg 0.2918 -0.1735 -1.7340
Cl 1.8596 -0.6537 0.1249
Cl 0.5312 0.7216 -3.9546
H 0.9436 -4.1183 -5.0854
H 3.6894 -3.9826 -4.6517
C 0.9797 -3.0467 -4.9005
C 3.4797 -2.9091 -4.5197
N 2.1170 -2.7265 -4.0355
H 0.0571 -2.7304 -4.4187
C 1.8961 -2.2055 -2.8411
O 0.7246 -1.9950 -2.4083
H 4.1610 -2.4998 -3.7548
H 2.7509 -1.8758 -2.2371
H 1.0841 -2.5267 -5.8496
H 3.6160 -2.3671 -5.4692
H -2.1743 2.8286 0.0121
H -3.9813 1.3505 1.9557
C -2.8885 2.2565 -0.6010
C -4.2861 0.9406 0.9785
N -3.1691 0.9665 0.0306
H -2.4653 2.1034 -1.6005
C -2.4916 -0.1503 -0.2633
O -1.5893 -0.2217 -1.1335
H -4.6170 -0.0988 1.1109
H -2.8052 -1.0484 0.3049
H -3.8298 2.8124 -0.6514
H -5.1119 1.5513 0.5882
O -0.6761 2.1055 1.7364
C 0.2309 1.2016 2.3737
C -1.6769 -0.3345 3.0043
C -0.3055 0.0067 3.0391
H -2.3227 0.1801 2.2979
C -2.1824 -1.3402 3.8159
H 1.2030 1.0724 1.8755
C 0.5668 -0.8152 3.8012
H -3.2466 -1.5857 3.7800
C -1.3263 -2.0509 4.6675
C 0.0562 -1.8130 4.6327
H 1.6427 -0.6399 3.7206
H -1.7407 -2.8054 5.3359
H 0.7342 -2.3993 5.2586
Si 1.6305 2.5589 -2.7355
Cl 0.3867 1.9963 -0.9444
C 0.7117 3.6016 -4.0508
C 3.2096 1.4524 -2.8875
C 2.6505 4.0748 -2.1115
H -0.3627 3.3975 -4.0300
H 1.0940 3.3917 -5.0572
H 0.8615 4.6668 -3.8459
H 1.9767 4.9154 -1.8929
H 3.3529 4.3803 -2.9083
H 3.2257 3.8135 -1.2121
H 3.2276 0.7137 -2.0680
H 4.1014 2.0923 -2.7777
H 3.2846 0.9238 -3.8519
C -1.3149 -3.7653 -0.7704
P -0.2771 -3.1769 0.6361
C -0.9923 -4.3087 1.9078
C 1.2540 -4.1379 0.3090
H -2.3563 -3.4603 -0.5973
H -1.2480 -4.8596 -0.8462
H -0.9528 -3.2920 -1.6923
H -0.9503 -5.3470 1.5392
H -0.4118 -4.2065 2.8367
H -2.0340 -4.0110 2.1062
H 1.0326 -5.2091 0.3128
H 1.6898 -3.8284 -0.6426
H 1.9601 -3.8902 1.1076

Löwdin atomic charge list, values in e, 2 entries: C -0.029; C -0.486

# 3
Here is an isolated molecule of C6H8ClNO2 from the OMol25 dataset. Energies are from ωB97M-V/def2-TZVPD.

structure (SMILES): C[C@@H]1C=N[C@@](C)(C(=O)Cl)O1
frontier orbital gap: 10.3 eV
ΔE to the lowest compared entry with this formula, charge and spin: 198.6 kJ/mol
E_HOMO: -9.678 eV

Atoms and positions in Å:
C 2.1982 0.4884 -1.0730
C 0.8873 0.9931 -0.4287
C 0.8577 0.9455 1.0862
N 0.0092 0.1440 1.5075
C -0.7703 -0.4172 0.4690
C -1.0300 -1.8421 0.4181
C -2.2842 0.4294 0.4610
O -2.4553 1.4800 0.9325
Cl -3.3534 -0.2122 -0.8146
O -0.1436 0.0582 -0.8093
H 2.4197 -0.3997 -0.6233
H 3.1199 1.1117 -0.9028
H 1.9143 0.4764 -2.0729
H 0.5846 1.9705 -0.9799
H 1.5426 1.5728 1.6180
H -0.1939 -2.5108 0.3617
H -1.7531 -2.0971 -0.4146
H -1.5499 -2.1911 1.2651

Löwdin atomic charge list, values in e, 2 entries: C -0.020; C -0.323

# 4
Here is a cluster of 4 separate species, C3H12N2O5 in total from the OMol25 dataset. Energies are from ωB97M-V/def2-TZVPD.

structure (SMILES): NC(=O)CNC=O.O.O.O
frontier orbital gap: 10.1 eV
ΔE to the lowest compared entry with this formula, charge and spin: 53.5 kJ/mol
E_HOMO: -9.541 eV

Atoms and positions in Å:
N 0.6164 -0.9098 1.7470
C -0.6513 -0.4382 1.4955
O -1.6606 -1.1425 1.5613
C -0.8441 1.1098 1.5084
N 0.1152 1.6968 0.4743
C -0.4255 2.2557 -0.6703
O 0.3956 2.5095 -1.5241
H 0.9996 -1.9039 1.3518
H 1.3478 -0.2389 1.7544
H -1.8427 1.3807 1.3634
H -0.5885 1.5275 2.4227
H 1.0815 1.4555 0.6224
H -1.4305 2.4156 -0.5937
O 2.2060 0.5225 -0.9996
H 2.4799 1.3576 -1.4492
H 1.6216 0.1182 -1.6352
O 0.5187 -1.4189 -2.1257
H 0.1605 -1.9296 -1.4021
H 0.3856 -2.0492 -2.8331
O -0.8559 -2.9325 -0.4560
H -1.5024 -2.9449 -1.1865
H -1.1381 -2.5668 0.3872

Löwdin atomic charge list, values in e, 2 entries: N 0.157; C -0.474

# 5
Here is a structure of composition C26H43BeClN3O4 from the OMol25 dataset. Energies are from ωB97M-V/def2-TZVPD.

frontier orbital gap (spin up / spin down): 3.4 / 3.4 eV
net charge: -1
E_HOMO (spin up / spin down): -0.950 / -0.949 eV

Atoms and positions in Å:
O 1.0943 0.0089 -2.8644
C 0.1437 0.1613 -3.5614
C -0.2776 1.5192 -3.9057
C 0.0323 2.5845 -3.0148
H 0.0793 2.4576 -1.9564
C 0.2160 3.8306 -3.5908
H 0.4354 4.7232 -2.9946
C 0.0810 3.9783 -5.0182
H 0.2420 4.9781 -5.5037
C -0.2681 2.8566 -5.8466
H -0.4020 2.9884 -6.9328
C -0.4489 1.6486 -5.2644
H -0.7314 0.7752 -5.8041
H -0.3813 -0.7355 -4.1847
C -2.1957 -1.7030 -2.4932
C -1.8144 -0.4617 -1.8112
H -3.0074 -1.6346 -3.2556
H -2.6367 -2.1567 -1.5872
H -1.4259 -2.4257 -2.7767
C -2.4615 0.7301 -2.0276
C -3.9611 0.5842 -1.7509
H -2.1055 1.7535 -1.9786
H -4.4720 0.6509 -2.7521
H -4.2724 1.4030 -1.0585
H -4.1765 -0.4114 -1.2797
Be -1.3949 -0.6874 -0.3935
Cl -1.9783 0.3583 0.8929
C -1.5184 -1.6486 3.4426
O -0.6636 -2.4397 3.0521
N -1.6116 -1.1491 4.7083
C -1.0226 -1.8851 5.8122
C -2.6465 -0.1827 5.0541
H -2.3045 -1.2488 2.7661
H -0.1852 -2.4753 5.4405
H -1.7606 -2.5575 6.2785
H -0.6723 -1.1699 6.5644
H -2.8943 0.4076 4.1633
H -2.2732 0.4884 5.8399
H -3.5661 -0.6748 5.4112
H 4.6613 1.3679 -2.5451
H 4.4687 1.8048 -0.1431
C 3.5920 1.1148 -2.5531
C 3.4540 1.3784 -0.0921
N 3.2426 0.5600 -1.2604
H 3.3838 0.3335 -3.2991
C 2.6499 -0.6707 -1.1056
O 2.3169 -1.1492 -0.0467
H 3.3237 0.7576 0.7965
H 2.6660 -1.2819 -2.0602
H 2.9721 1.9997 -2.7621
H 2.6989 2.1818 -0.0620
H -0.4893 -5.5036 1.0065
H 1.2089 -5.9573 -0.3250
C -0.8332 -4.5585 0.5522
C 0.9005 -5.1856 -1.0443
N 0.1397 -4.0939 -0.4431
H -0.9923 -3.8131 1.3479
C 0.2434 -2.9032 -0.9142
O -0.5462 -1.9741 -0.3983
H 1.8058 -4.8444 -1.5611
H 1.0556 -2.6987 -1.6160
H -1.7952 -4.8172 0.0599
H 0.3139 -5.7566 -1.7727
C -0.1036 2.5871 3.4421
C 1.0638 1.9017 2.7312
C 2.0893 2.9841 2.4476
C 1.6890 0.9215 3.7127
C 0.6267 1.1747 1.4431
C -0.1013 0.7084 0.6036
H -0.8849 1.8766 3.7169
H 0.2337 3.0646 4.3751
H -0.5315 3.3792 2.8224
H 2.3432 3.5266 3.3666
H 3.0416 2.5858 2.0936
H 1.7219 3.7323 1.7385
H 0.9946 0.1252 3.9896
H 2.5931 0.4679 3.3025
H 1.9892 1.4351 4.6370

Löwdin atomic charge list, values in e, 2 entries: O 0.016; C -0.260

# 6
Here is an isolated molecule of C21H21NO3S2 from the OMol25 dataset. Energies are from ωB97M-V/def2-TZVPD.

structure (SMILES): COc1ccc(C2=C[C@@H](SC(=S)N3CCOCC3)c3ccccc3O2)cc1
frontier orbital gap: 8.1 eV
ΔE to the lowest compared entry with this formula, charge and spin: 150.6 kJ/mol
E_HOMO: -7.799 eV

Atoms and positions in Å:
C -1.0514 -12.8033 -3.9935
O -0.4917 -11.5058 -4.2941
C -0.2722 -10.6221 -3.2879
C -0.5300 -10.9004 -1.9223
C -0.3652 -9.9081 -0.9731
C 0.1056 -8.6255 -1.3213
C 0.3169 -7.6331 -0.2752
C 0.6698 -6.3397 -0.4469
C 1.0222 -5.4371 0.6905
S -0.0058 -3.8784 0.7622
C 1.1809 -2.6096 0.5130
S 2.3027 -2.8526 -0.7025
N 1.0686 -1.4079 1.1914
C 1.9226 -0.3507 0.6234
C 1.8390 0.9694 1.3681
O 1.7017 0.8065 2.7869
C 0.5069 0.0700 3.0894
C 0.6245 -1.3744 2.5928
C 0.8288 -6.0765 2.0378
C 1.0799 -5.3962 3.2418
C 0.7745 -5.9878 4.4588
C 0.2604 -7.2917 4.5066
C 0.0148 -7.9796 3.3284
C 0.3160 -7.3682 2.1062
O 0.0942 -8.1396 0.9834
C 0.3762 -8.3650 -2.6887
C 0.2121 -9.3383 -3.6528
H -1.1642 -13.2795 -4.9686
H -0.3706 -13.3891 -3.3639
H -2.0268 -12.7115 -3.5011
H -0.8657 -11.8929 -1.6072
H -0.5990 -10.1468 0.0614
H 0.8222 -5.9640 -1.4563
H 2.0596 -5.1011 0.5223
H 2.9819 -0.6806 0.6111
H 1.6118 -0.2058 -0.4255
H 2.7811 1.5094 1.2285
H 0.9954 1.5691 0.9914
H -0.3829 0.5471 2.6252
H 0.4477 0.0924 4.1923
H 1.3525 -1.8969 3.2535
H -0.3539 -1.8794 2.6839
H 1.5379 -4.4066 3.2090
H 0.9178 -5.4316 5.3864
H 0.0729 -7.7777 5.4606
H -0.3921 -8.9898 3.3217
H 0.7315 -7.3782 -2.9682
H 0.4387 -9.1453 -4.6974

Löwdin atomic charge list, values in e, 2 entries: C -0.062; O -0.092

Calculated max |F| in order - 0.133 0.056 0.071 0.134 0.188 0.035 hartree/bohr